No. 1
# C18H16I2IrN9OS

C18H16I2IrN9OS as an isolated structure in a non-equilibrium geometry (ωB97M-V/def2-TZVPD, the OMol25 dataset).

Values from the calculation:
* LUMO energy (spin up / spin down): -6.978 / -6.871 eV
* gap between HOMO and LUMO (spin up / spin down): 5.67 / 5.76 eV
* ΔE to the lowest compared entry with this formula, charge and spin: 278.5 kJ/mol

ORCA input file:
```
! RIJCOSX wB97M-V def2-TZVPD def2/J DEFGRID3
* xyz 2 1
Ir -0.34152 0.50398 -0.24803
I 3.50896 0.29792 -3.76472
C 3.66818 0.32360 -1.69175
C 4.92444 0.34808 -1.06068
C 5.03134 0.34327 0.30524
I 6.93296 0.34653 1.16569
C 3.85883 0.33749 1.10135
C 3.82143 0.34223 2.50949
C 2.61409 0.34967 3.16297
C 1.43295 0.36136 2.41633
N 1.43249 0.35268 1.09779
C 2.61570 0.33336 0.43429
C 2.50177 0.30691 -0.95801
O 1.29751 0.25677 -1.49148
H 5.81801 0.37347 -1.66902
H 4.74861 0.34078 3.06701
H 2.56938 0.34892 4.24221
H 0.46967 0.37328 2.90708
N -2.30608 2.03587 3.13742
C -2.00204 3.29588 2.68149
C -1.34044 3.12725 1.50382
N -1.24206 1.78506 1.24822
C -1.83197 1.15151 2.24389
C -1.83174 -0.27714 2.22539
N -1.28542 -0.87944 1.18936
C -1.34389 -2.22930 1.43352
C -1.94455 -2.43071 2.63789
N -2.24827 -1.18300 3.12700
H -2.81551 1.84105 3.98512
H -2.27001 4.18829 3.21868
H -0.94144 3.87176 0.83753
H -0.94697 -2.96250 0.75312
H -2.16789 -3.33763 3.17140
H -2.71024 -1.00759 4.00572
C -2.39062 -2.67459 -4.27436
C -2.30634 -1.20961 -4.08473
N -2.78513 -0.30122 -4.86371
N -2.48494 0.88901 -4.26504
C -1.83752 0.74188 -3.11583
S -1.33194 1.91886 -2.01247
N -1.70611 -0.59338 -2.98702
N -1.04828 -1.16599 -1.91226
H -2.91887 -2.86886 -5.20411
H -2.94289 -3.14743 -3.46052
H -1.39971 -3.12645 -4.33757
H -2.75951 1.75438 -4.70525
H -0.14642 -1.54655 -2.20109
H -1.61797 -1.89970 -1.50138
*
```

Population analysis type natural (NBO), resulting atomic charges in e: Ir 1.149; I 0.227; C -0.211; C -0.230; C -0.174; I 0.237; C -0.039; C -0.085; C -0.266; C 0.073; N -0.433; C 0.067; C 0.323; O -0.719; H 0.257; H 0.253; H 0.248; H 0.188; N -0.466; C -0.028; C -0.056; N -0.422; C 0.290; C 0.315; N -0.443; C -0.080; C -0.027; N -0.470; H 0.448; H 0.264; H 0.259; H 0.243; H 0.265; H 0.449; C -0.677; C 0.371; N -0.200; N -0.337; C 0.253; S -0.025; N -0.225; N -0.614; H 0.285; H 0.241; H 0.250; H 0.453; H 0.421; H 0.396


No. 2
# C3H5NO2S

An isolated ion of composition C3H5NO2S and charge -2 (ωB97M-V/def2-TZVPD, the OMol25 dataset).

Values from the calculation:
* LUMO energy: 6.133 eV
* gap between HOMO and LUMO: 5.81 eV
* ΔE to the lowest compared entry with this formula, charge and spin: 20.6 kJ/mol
* SMILES: O=C([O-])NCC[S-]

ORCA input file:
```
! RIJCOSX wB97M-V def2-TZVPD def2/J DEFGRID3
* xyz -2 1
O -0.94664 1.35390 2.03981
C 0.25116 1.16773 1.76085
O 1.26447 1.34016 2.50188
N 0.54778 0.73808 0.44054
C -0.39635 0.16049 -0.48869
C -0.06242 -1.27335 -0.97066
S -0.55215 -1.61066 -2.72442
H 1.50320 0.63667 0.14650
H -1.40998 0.12157 -0.11814
H -0.53488 0.79997 -1.36369
H 1.00303 -1.45680 -0.82136
H -0.66722 -1.97777 -0.40262
*
```

Population analysis type natural (NBO), resulting atomic charges in e: O -0.820; C 0.867; O -0.858; N -0.703; C -0.233; C -0.513; S -0.804; H 0.361; H 0.206; H 0.159; H 0.163; H 0.175


> What is the ΔE to the lowest compared entry with this formula, charge and spin in the second record?

20.6 kJ/mol